No. 1
The following is a DFT calculation (the ωB97M-V functional and the def2-TZVPD basis) of a 2-piece molecular cluster, C3H7N3 overall at a distorted geometry.

The max |F| comes out at 8.65 eV Å⁻¹. The value obtained for the total energy is -7690.44498 eV. As for the HOMO energy: -8.80 eV. The value obtained for the gap between HOMO and LUMO is 8.87 eV. The value obtained for the energy above the lowest of the compared OMol25 structures with the same formula, charge and spin is 408.55 kJ/mol.

Geometry as ORCA input:
```
! RIJCOSX wB97M-V def2-TZVPD def2/J DEFGRID3
* xyz 0 1
C 0.6419 0.6065 0.1138
C -0.4596 -1.4636 -0.0322
C -1.5235 -0.3640 -0.2143
H 2.3854 0.8774 0.3485
H 1.6584 -1.1203 -0.9101
H -0.6307 -2.1746 -0.8696
H -0.5241 -2.0086 0.9303
H -1.6700 -0.3024 -1.4555
H -2.4760 -0.5191 0.3766
H -1.3252 1.5074 1.2644
N 1.5002 1.5197 0.3623
N 0.7910 -0.7294 -0.1782
N -0.7728 0.7906 -0.0252
*
```

No. 2
The following is a DFT calculation (the ωB97M-V functional and the def2-TZVPD basis) of C3H7N3 as an isolated structure at a distorted geometry.

The max |F| comes out at 5.79 eV Å⁻¹. The value obtained for the total energy is -7692.77692 eV. As for the HOMO energy: -8.78 eV. The value obtained for the gap between HOMO and LUMO is 9.59 eV. The value obtained for the energy above the lowest of the compared OMol25 structures with the same formula, charge and spin is 183.55 kJ/mol.

Geometry as ORCA input:
```
! RIJCOSX wB97M-V def2-TZVPD def2/J DEFGRID3
* xyz 0 1
C -0.1400 1.1563 0.0941
C -0.4853 -1.1023 -0.3701
C 0.9595 -0.9728 0.1079
H -1.1815 2.7163 0.0324
H -1.9508 0.5658 -0.6820
H -0.9825 -1.8695 0.3068
H -0.5707 -1.5867 -1.2581
H 1.2264 -1.4507 1.0513
H 1.6921 -1.5401 -0.5884
H 1.6276 0.9795 1.3038
N -0.1869 2.3939 0.2230
N -1.0854 0.2247 -0.4371
N 1.0775 0.4856 0.2166
*
```

No. 3
The following is a DFT calculation (the ωB97M-V functional and the def2-TZVPD basis) of one molecule with the formula C3H7N3 at a distorted geometry.

The max |F| comes out at 5.10 eV Å⁻¹. The value obtained for the total energy is -7691.94258 eV. As for the HOMO energy: -8.62 eV. The value obtained for the gap between HOMO and LUMO is 9.61 eV. The value obtained for the energy above the lowest of the compared OMol25 structures with the same formula, charge and spin is 264.05 kJ/mol. The SMILES is N[C@H]1C=NNC1.

Geometry as ORCA input:
```
! RIJCOSX wB97M-V def2-TZVPD def2/J DEFGRID3
* xyz 0 1
N 0.9680 -1.2865 -0.6347
C 0.1123 -0.8014 0.4403
C 0.9329 0.4345 0.9875
N 0.6649 1.5149 0.3592
N -0.4254 1.3115 -0.4217
C -1.0610 0.0689 -0.1264
H 0.3117 -1.6915 -1.5465
H 1.3395 -0.2208 -1.0368
H -0.1109 -1.5612 1.2353
H 1.6959 0.2816 1.7091
H -0.9837 2.2122 -0.6805
H -1.8835 0.1357 0.6586
H -1.5608 -0.3978 -0.9434
*
```

No. 4
The following is a DFT calculation (the ωB97M-V functional and the def2-TZVPD basis) of C3H7N3 as an isolated structure at a distorted geometry.

The max |F| comes out at 6.31 eV Å⁻¹. The value obtained for the total energy is -7690.15080 eV. As for the HOMO energy: -9.03 eV. The value obtained for the gap between HOMO and LUMO is 9.99 eV. The value obtained for the energy above the lowest of the compared OMol25 structures with the same formula, charge and spin is 436.94 kJ/mol.

Geometry as ORCA input:
```
! RIJCOSX wB97M-V def2-TZVPD def2/J DEFGRID3
* xyz 0 1
C 1.8185 0.8590 -0.1606
C -1.8852 -0.2916 -0.3924
C -0.8642 0.3892 0.3832
N 2.6722 -0.0473 0.2950
N 1.5549 -0.8965 0.5528
N 0.7794 -0.0564 -0.1929
H 2.0494 1.8259 -0.6323
H -1.4418 -1.3706 -0.4709
H -1.9813 0.2917 -1.2863
H -2.8472 -0.2582 0.0848
H -0.7056 -0.0352 1.3078
H -0.8704 1.4672 0.2695
H 1.7215 -1.8770 0.2421
*
```

No. 5
The following is a DFT calculation (the ωB97M-V functional and the def2-TZVPD basis) of one molecule with the formula C3H7N3 at a distorted geometry.

The max |F| comes out at 5.87 eV Å⁻¹. The value obtained for the total energy is -7691.96403 eV. As for the HOMO energy: -7.62 eV. The value obtained for the gap between HOMO and LUMO is 8.32 eV. The value obtained for the energy above the lowest of the compared OMol25 structures with the same formula, charge and spin is 261.98 kJ/mol. The SMILES is N/C=C\C=N\N.

Geometry as ORCA input:
```
! RIJCOSX wB97M-V def2-TZVPD def2/J DEFGRID3
* xyz 0 1
N 1.5450 -1.2385 -0.0013
C 1.9095 0.1320 -0.0286
C 0.8673 1.0052 -0.1908
C -0.5330 0.6629 -0.1444
N -1.1874 -0.5410 -0.2649
N -2.5669 -0.3147 -0.0966
H 2.1412 -2.0996 -0.2659
H 0.5329 -1.3333 -0.1990
H 2.9715 0.5745 0.1370
H 1.0607 2.0981 0.1373
H -1.0264 1.6317 -0.0807
H -2.8123 0.5637 0.5335
H -2.9020 -1.1410 0.4645
*
```

No. 6
The following is a DFT calculation (the ωB97M-V functional and the def2-TZVPD basis) of C3H7N3 as an isolated structure at a distorted geometry.

The max |F| comes out at 1.55 eV Å⁻¹. The value obtained for the total energy is -7693.71962 eV. As for the HOMO energy: -8.84 eV. The value obtained for the gap between HOMO and LUMO is 9.89 eV. The value obtained for the energy above the lowest of the compared OMol25 structures with the same formula, charge and spin is 92.60 kJ/mol.

Geometry as ORCA input:
```
! RIJCOSX wB97M-V def2-TZVPD def2/J DEFGRID3
* xyz 0 1
C 2.0176 0.3878 0.7396
C 0.6863 0.0970 0.1568
N -2.2609 0.2228 -0.7387
C -1.0006 -0.3727 -0.7033
N 0.1845 0.4239 -1.0000
N -0.3604 -0.5660 0.7398
H -0.2758 -1.3997 1.3083
H -2.8009 -0.0009 -1.5639
H -2.2592 1.1644 -0.3672
H -1.0003 -1.3403 -1.2097
H 2.0042 0.2376 1.8178
H 2.7663 -0.2707 0.2979
H 2.2993 1.4167 0.5228
*
```

No. 7
The following is a DFT calculation (the ωB97M-V functional and the def2-TZVPD basis) of a 3-piece molecular cluster, C3H7N3 overall at a distorted geometry.

The max |F| comes out at 5.19 eV Å⁻¹. The value obtained for the total energy is -7691.17257 eV. As for the HOMO energy: -10.19 eV. The value obtained for the gap between HOMO and LUMO is 9.62 eV. The value obtained for the energy above the lowest of the compared OMol25 structures with the same formula, charge and spin is 338.35 kJ/mol. The SMILES is N=C=N.C#N.C.

Geometry as ORCA input:
```
! RIJCOSX wB97M-V def2-TZVPD def2/J DEFGRID3
* xyz 0 1
N -1.1947 0.6754 0.1648
C -0.3613 1.5985 0.1062
N -0.0375 2.7918 0.0143
H -1.5334 0.1865 -0.6478
H -0.7007 3.4666 -0.3363
C 1.6344 0.7449 0.4076
N 1.7851 -0.4064 0.2659
H 2.1233 1.6993 0.4652
C -0.3072 -2.1656 -0.0708
H -0.3956 -1.0933 0.3566
H 0.2712 -2.9187 0.4440
H -1.3512 -2.4771 -0.0854
H 0.0675 -2.1019 -1.0845
*
```

No. 8
The following is a DFT calculation (the ωB97M-V functional and the def2-TZVPD basis) of a 2-piece molecular cluster, C3H7N3 overall at a distorted geometry.

The max |F| comes out at 6.32 eV Å⁻¹. The value obtained for the total energy is -7692.14364 eV. As for the HOMO energy: -9.01 eV. The value obtained for the gap between HOMO and LUMO is 9.62 eV. The value obtained for the energy above the lowest of the compared OMol25 structures with the same formula, charge and spin is 244.66 kJ/mol. The SMILES is N#C[C@@H]1CN1.N.

Geometry as ORCA input:
```
! RIJCOSX wB97M-V def2-TZVPD def2/J DEFGRID3
* xyz 0 1
N -0.9932 -1.4788 0.8536
C -1.0399 -0.5608 0.1736
C -1.0966 0.4185 -0.8287
C 0.1361 1.2743 -0.9254
N -1.1226 1.8301 -0.4451
H -1.5673 -0.0620 -1.7225
H 0.2746 1.6288 -1.9773
H 0.9730 1.0980 -0.3988
H -1.6240 2.5438 -1.0774
N 1.6851 -1.5635 1.4664
H 2.0397 -2.4807 1.4729
H 0.7362 -1.4420 0.9678
H 1.5987 -1.2058 2.4410
*
```

No. 9
The following is a DFT calculation (the ωB97M-V functional and the def2-TZVPD basis) of one molecule with the formula C3H7N3 at a distorted geometry.

The max |F| comes out at 3.35 eV Å⁻¹. The value obtained for the total energy is -7691.29154 eV. As for the HOMO energy: -8.92 eV. The value obtained for the gap between HOMO and LUMO is 10.11 eV. The value obtained for the energy above the lowest of the compared OMol25 structures with the same formula, charge and spin is 326.87 kJ/mol. The SMILES is [H]/N=N/NC1CC1.

Geometry as ORCA input:
```
! RIJCOSX wB97M-V def2-TZVPD def2/J DEFGRID3
* xyz 0 1
H 3.8353 0.1562 -0.2904
N 3.0660 0.1247 0.3145
N 2.0467 -0.0207 -0.4134
N 0.9359 -0.0195 0.3548
C -0.2970 -0.0554 -0.3394
C -1.5099 -0.6873 0.2897
C -1.5107 0.8319 -0.1747
H 1.0625 -0.1945 1.3180
H -0.0838 -0.3685 -1.4579
H -1.4057 -0.8710 1.3342
H -2.3158 -1.3913 -0.2847
H -2.0177 0.9382 -1.1798
H -1.8058 1.5572 0.5290
*
```